1.
{
  "formula": "C3H7N3",
  "method": "ωB97M-V/def2-TZVPD",
  "gap_ev": 9.9,
  "homo_ha": -0.3261,
  "smiles": "N/N=C\\[C@@H]1CN1",
  "multiplicity": 1,
  "fmax_ev_per_a": 2.9,
  "species": ["N", "N", "C", "C", "C", "N", "H", "H", "H", "H", "H", "H", "H"],
  "xyz": [[-2.103689, -0.719420, 0.078342], [-1.814395, 0.595664, -0.239234], [-0.671857, 1.047314, 0.048244], [0.561863, 0.392785, 0.518835], [1.675496, 0.166105, -0.449571], [0.825929, -0.952493, -0.039582], [-1.278142, -1.326395, -0.124301], [-2.847672, -1.085417, -0.504314], [-0.625601, 2.125807, -0.054988], [0.826801, 0.660569, 1.536295], [1.571356, 0.286119, -1.561344], [2.631277, 0.270332, 0.012876], [1.248640, -1.460967, 0.778742]],
  "atomic_forces_ev_per_a": [[1.30, -1.26, -0.74], [-0.91, -0.45, 0.32], [-0.06, 1.08, -0.16], [-0.74, 0.00, -1.31], [-0.67, -0.30, -0.97], [0.68, -0.63, 2.70], [-0.65, 0.52, 0.51], [-0.19, 0.55, 0.04], [0.28, 0.17, -0.21], [0.27, -0.35, 0.05], [0.23, 0.58, 1.40], [0.76, -0.12, -0.22], [-0.31, 0.21, -1.42]],
  "mulliken_charge": [-0.469, -0.362, -0.285, 0.010, -0.344, -0.567, 0.279, 0.254, 0.368, 0.388, 0.239, 0.283, 0.208]
}


2.
{
  "formula": "C2",
  "method": "ωB97M-V/def2-TZVPD",
  "gap_ev": [7.1, 7.2],
  "homo_ha": [-0.7288, -0.7157],
  "total_charge": 1,
  "multiplicity": 2,
  "fmax_ev_per_a": 1.6,
  "species": ["C", "C"],
  "xyz": [[0.000000, 0.000000, 0.815384], [0.000000, 0.000000, -0.815384]],
  "atomic_forces_ev_per_a": [[0.00, 0.00, -1.60], [0.00, 0.00, 1.60]],
  "mulliken_charge": [0.500, 0.500]
}


3.
{
  "formula": "C25H67NO23S",
  "method": "ωB97M-V/def2-TZVPD",
  "gap_ev": 7.6,
  "homo_ha": -0.2923,
  "multiplicity": 1,
  "fmax_ev_per_a": 2.1,
  "species": ["C", "O", "C", "C", "C", "C", "C", "C", "C", "C", "O", "C", "C", "C", "C", "C", "C", "C", "C", "C", "C", "N", "C", "C", "C", "C", "C", "C", "S", "H", "H", "H", "H", "H", "H", "H", "H", "H", "H", "H", "H", "H", "H", "H", "H", "H", "H", "H", "H", "H", "H", "H", "H", "H", "O", "H", "H", "O", "H", "H", "O", "H", "H", "O", "H", "H", "O", "H", "H", "O", "H", "H", "O", "H", "H", "O", "H", "H", "O", "H", "H", "O", "H", "H", "O", "H", "H", "O", "H", "H", "O", "H", "H", "O", "H", "H", "O", "H", "H", "O", "H", "H", "O", "H", "H", "O", "H", "H", "O", "H", "H", "O", "H", "H", "O", "H", "H"],
  "xyz": [[3.990624, -1.388605, 1.639780], [4.355210, -1.012511, 0.306989], [3.837846, -1.909864, -0.680050], [2.941656, -1.176088, -1.682625], [1.755249, -0.443531, -1.009306], [0.746414, -0.046969, -2.127371], [0.016518, 1.275970, -1.907090], [0.729857, 2.475732, -1.802383], [2.266334, 2.543693, -1.856934], [2.772189, 2.803702, -0.402029], [2.001407, 2.796091, 0.542406], [4.240982, 3.044903, -0.107575], [5.302548, 2.244741, -0.564421], [6.574403, 2.585015, -0.165367], [6.862780, 3.687502, 0.678370], [5.813313, 4.492437, 1.098340], [4.525409, 4.139669, 0.700183], [0.096419, 3.703412, -1.643191], [-1.278999, 3.765006, -1.543214], [-1.986076, 2.580727, -1.623100], [-1.384560, 1.344069, -1.804506], [-2.188198, 0.168450, -1.859716], [-3.058010, 0.041610, -0.737935], [-3.077619, -1.093331, 0.056445], [-3.939479, -1.155077, 1.147622], [-4.814485, -0.140027, 1.464484], [-4.797910, 1.038118, 0.648930], [-3.926083, 1.092994, -0.407131], [-3.773995, 2.526160, -1.464684], [3.777716, -0.455676, 2.186498], [3.077344, -1.992876, 1.704027], [4.811259, -1.866604, 2.193824], [3.295910, -2.790317, -0.276749], [4.700213, -2.311443, -1.244677], [3.526690, -0.486889, -2.319731], [2.551864, -1.939149, -2.381763], [1.284560, -1.192865, -0.350970], [2.085933, 0.386850, -0.383639], [1.336437, 0.077780, -3.055195], [0.088669, -0.909009, -2.313138], [2.539449, 3.421911, -2.456947], [2.695068, 1.607433, -2.230499], [5.078827, 1.394896, -1.207149], [7.420842, 1.980276, -0.493249], [7.877087, 3.917461, 0.998739], [5.965236, 5.364553, 1.733924], [3.699478, 4.764409, 1.042295], [0.686789, 4.620174, -1.595183], [-1.836040, 4.689269, -1.401397], [-1.627006, -0.675819, -1.844816], [-2.408884, -1.929285, -0.156957], [-3.944248, -2.020840, 1.809369], [-5.485326, -0.158382, 2.320981], [-5.437490, 1.893253, 0.861341], [-4.488881, 2.424571, -5.029347], [-4.743775, 1.506369, -5.141618], [-4.435598, 2.527250, -4.074210], [-7.843966, 2.272763, 0.815262], [-8.506435, 1.747163, 0.352619], [-8.318586, 3.069928, 1.076784], [5.613859, 1.343603, 2.970671], [5.661519, 2.147918, 3.502587], [5.377559, 1.673565, 2.096285], [-5.653720, -3.866850, 1.827970], [-4.880006, -4.398206, 2.046334], [-5.633625, -3.817094, 0.867305], [-6.629772, -1.016235, -1.222653], [-6.064857, -0.566260, -0.576856], [-6.860864, -1.840131, -0.779682], [7.123964, -1.894316, -0.058684], [7.458805, -2.274969, 0.758437], [6.415724, -1.298013, 0.230714], [-6.754050, 1.223579, -4.193277], [-6.351963, 0.834269, -3.405270], [-7.449432, 1.791276, -3.844503], [4.958957, -2.652912, 4.516528], [5.521290, -2.194645, 5.149435], [4.675876, -3.446448, 4.981218], [-8.184123, -0.717174, -5.832351], [-7.593199, -0.245298, -5.224752], [-8.407898, -1.528875, -5.366763], [2.720673, -4.538613, 1.205232], [3.226859, -4.887918, 1.948100], [2.331987, -5.321627, 0.804621], [-2.932504, -4.780189, 0.620450], [-2.160650, -5.311871, 0.842460], [-2.915985, -4.729167, -0.340967], [-0.797909, -2.098924, -3.566921], [-0.913365, -3.036118, -3.759453], [-0.868109, -1.669659, -4.427579], [-9.324246, 1.621350, 3.369388], [-8.407381, 1.607847, 3.067978], [-9.335301, 1.024393, 4.126039], [6.383854, 5.706422, -1.967406], [7.061583, 6.141369, -1.441730], [6.172979, 4.911788, -1.463868], [-11.954542, 2.491885, 3.925847], [-10.993609, 2.463370, 3.805907], [-12.079541, 2.964044, 4.754431], [4.853910, -5.550907, 3.521853], [5.776915, -5.608528, 3.253524], [4.802532, -6.105489, 4.307167], [2.458204, -6.380739, -1.754065], [3.097176, -6.302170, -2.469560], [2.429455, -5.497593, -1.369425], [7.674133, 2.541710, 4.932080], [7.844669, 1.786143, 4.357222], [7.700538, 2.173916, 5.820929], [2.866476, 7.053332, 2.121253], [2.122060, 6.543508, 1.783990], [2.474564, 7.884259, 2.407595], [-6.822123, -3.672732, -2.760062], [-6.212817, -3.529997, -3.490925], [-6.881836, -2.809603, -2.334888], [1.951128, -6.947536, 2.240706], [1.678049, -7.863187, 2.119166], [1.950500, -6.824262, 3.195199]],
  "atomic_forces_ev_per_a": [[-0.08, 1.02, 0.87], [-0.64, -0.85, 0.16], [0.47, -0.15, -1.15], [-0.09, 0.04, 0.39], [-0.04, -0.96, -0.72], [0.44, 0.54, 0.27], [-0.03, -0.21, 0.18], [0.85, 0.06, -0.46], [-0.86, 0.19, 1.17], [-0.20, -0.66, 0.47], [0.58, 0.25, -0.83], [0.03, 0.22, -0.23], [-1.03, 0.49, -0.06], [1.52, 0.11, 0.41], [-0.51, -0.36, -0.39], [-0.05, -0.40, -0.10], [-0.56, 0.60, 0.41], [-0.21, 0.17, -0.08], [-0.21, 0.00, 0.05], [-1.21, -0.71, 0.17], [0.90, -0.10, -0.19], [-0.23, -0.07, 1.21], [-0.37, 0.04, 0.02], [0.10, -0.08, -0.03], [-0.15, -0.75, 0.69], [-0.16, 1.85, -0.99], [-0.20, -0.84, 1.11], [0.86, 0.44, -1.06], [-0.07, 0.34, 0.12], [0.12, -0.23, -0.16], [0.35, -0.07, -0.32], [-0.21, -0.15, -0.42], [0.32, 0.72, 0.28], [-0.20, 0.02, 0.28], [-0.10, -0.09, 0.33], [0.01, 0.22, 0.22], [0.01, 0.41, 0.04], [-0.08, -0.15, -0.12], [-0.27, -0.11, 0.19], [0.45, 0.79, 0.14], [0.30, -0.44, -0.08], [0.22, 0.45, -0.11], [0.32, 0.08, 0.17], [-0.26, 0.05, 0.04], [-0.14, -0.22, -0.22], [-0.02, -0.24, -0.18], [0.18, -0.22, -0.09], [-0.11, -0.26, 0.01], [0.28, -0.10, -0.01], [0.12, 0.24, -0.57], [-0.12, 0.20, 0.10], [0.15, 0.07, -0.39], [0.22, -0.27, -0.18], [0.09, -0.29, -0.01], [0.60, 0.23, -0.21], [-0.20, 0.06, -0.09], [0.03, 0.01, 0.09], [-0.08, 0.06, 0.09], [0.04, -0.06, 0.03], [0.02, 0.01, -0.04], [0.05, 0.18, 0.08], [0.06, -0.08, 0.10], [-0.02, -0.12, -0.12], [-0.12, -0.01, 0.10], [0.03, 0.00, -0.14], [0.06, -0.07, 0.01], [-0.08, -0.12, -0.03], [0.08, 0.03, -0.04], [-0.07, 0.17, 0.27], [0.07, 0.12, 0.12], [0.02, 0.00, -0.03], [-0.19, -0.13, -0.12], [-0.23, -0.47, 0.43], [-0.07, -0.02, 0.03], [-0.01, 0.05, -0.13], [0.13, 0.04, 0.23], [-0.05, 0.12, -0.06], [-0.02, -0.09, -0.20], [0.11, -0.17, 0.14], [-0.11, 0.21, -0.10], [-0.06, 0.00, -0.06], [0.01, 0.33, -0.29], [0.11, -0.04, -0.04], [0.00, -0.17, 0.35], [0.09, -0.02, -0.04], [-0.01, 0.03, 0.06], [-0.08, 0.00, 0.01], [-0.25, -0.60, -0.40], [-0.01, 0.02, 0.02], [-0.03, 0.11, 0.08], [0.27, -0.17, 0.25], [-0.09, 0.12, -0.24], [-0.09, -0.03, -0.05], [0.00, -0.01, -0.08], [-0.02, 0.02, -0.01], [0.00, 0.02, -0.01], [0.12, 0.09, 0.18], [-0.12, -0.03, -0.19], [-0.09, 0.01, -0.04], [-0.07, -0.10, 0.20], [-0.04, 0.12, -0.10], [-0.02, -0.07, -0.07], [-0.07, 0.13, 0.00], [0.01, -0.06, 0.02], [0.08, 0.00, -0.03], [0.02, -0.11, 0.00], [-0.10, 0.05, -0.08], [-0.02, 0.07, 0.01], [-0.08, -0.03, -0.04], [0.01, -0.02, 0.03], [0.06, 0.01, 0.01], [0.01, -0.02, 0.08], [-0.01, 0.00, 0.00], [0.09, 0.06, -0.32], [-0.18, -0.40, 0.12], [0.05, 0.01, -0.07], [-0.01, 0.10, -0.03]],
  "mulliken_charge": [-0.965, -0.006, -0.657, -0.484, -0.397, -0.453, 0.543, 0.247, -1.248, 0.018, -0.563, 0.895, -0.163, -0.394, -0.722, -0.586, -0.319, -0.722, -0.923, 1.044, -0.557, -0.031, 0.109, -1.163, -0.501, -0.844, -0.527, 1.301, -0.325, 0.322, 0.280, 0.281, 0.318, 0.313, 0.247, 0.362, 0.588, 0.102, 0.575, -0.260, 0.693, 0.340, 0.140, 0.390, 0.436, 0.437, 0.285, 0.445, 0.413, 0.170, 0.477, 0.345, 0.354, 0.346, -0.667, 0.307, 0.287, -0.576, 0.287, 0.292, -0.642, 0.367, 0.295, -0.629, 0.298, 0.298, -0.615, 0.335, 0.314, -0.654, 0.312, 0.298, -0.659, 0.353, 0.285, -0.552, 0.277, 0.288, -0.636, 0.366, 0.306, -0.549, 0.240, 0.279, -0.583, 0.286, 0.301, -0.488, 0.230, 0.270, -0.673, 0.328, 0.316, -0.685, 0.305, 0.447, -0.621, 0.354, 0.313, -0.567, 0.291, 0.283, -0.650, 0.314, 0.321, -0.639, 0.329, 0.302, -0.616, 0.291, 0.307, -0.624, 0.307, 0.330, -0.527, 0.262, 0.272]
}


Asked for relative energy (zero: lowest compared OMol25 entry of this formula, charge and spin) across the records above, the calculation gives 57.58; 1.32; 0.00 kcal/mol in order.